Entry 1:
{"formula": "C6H8", "method": "wB97M-V/def2-TZVPD", "elements": ["C", "C", "C", "C", "C", "C", "H", "H", "H", "H", "H", "H", "H", "H"], "xyz": [[-0.796, 0.057, 0.546], [-0.095, -1.045, 1.193], [-0.302, -1.020, -0.332], [-0.128, 1.358, 0.170], [0.827, 0.997, -0.919], [0.674, -0.358, -1.173], [-0.851, -1.806, -0.943], [1.264, -0.814, -1.857], [-0.780, -1.876, 1.563], [0.422, 1.726, 1.134], [-0.768, 2.165, -0.114], [0.889, -0.994, 1.502], [-1.953, -0.048, 0.639], [1.597, 1.658, -1.410]], "lowdin_charge": [-0.30, -0.06, -0.28, -0.18, -0.07, -0.08, 0.16, 0.06, 0.13, 0.15, 0.09, 0.08, 0.17, 0.11], "charge": 0, "largest_force_ev_per_a": 4.840, "energy_ha": -233.3309, "relative_energy_kcal_mol": 35.2, "orbital_gap_ev": 9.54, "smiles": "C1=C[C@H]2C[C@H]2C1", "lumo_ev": 1.183}

Entry 2:
{"formula": "C18H40INO3P", "method": "wB97M-V/def2-TZVPD", "elements": ["I", "P", "O", "O", "O", "N", "C", "C", "C", "C", "C", "C", "C", "C", "C", "C", "C", "C", "C", "C", "C", "C", "C", "C", "H", "H", "H", "H", "H", "H", "H", "H", "H", "H", "H", "H", "H", "H", "H", "H", "H", "H", "H", "H", "H", "H", "H", "H", "H", "H", "H", "H", "H", "H", "H", "H", "H", "H", "H", "H", "H", "H", "H", "H"], "xyz": [[-1.065, 2.312, 3.056], [-1.748, -1.914, -2.056], [-2.294, 5.054, -2.079], [3.130, -4.342, 2.954], [-1.852, -1.409, -3.497], [0.082, -3.097, -0.061], [0.831, -2.001, -0.806], [3.483, -0.574, -1.333], [-2.131, 0.036, 0.685], [-0.914, -0.920, 0.429], [4.726, -2.472, 2.899], [2.936, -4.400, 5.408], [1.743, -2.415, -2.007], [-0.386, -1.008, -1.089], [3.283, -2.938, 2.836], [-1.699, 1.469, 0.136], [-2.046, 2.633, 1.120], [2.900, -1.417, -2.273], [3.613, -4.930, 4.158], [-2.577, 5.100, -4.523], [-2.872, 4.409, -3.204], [-2.699, 6.397, -1.846], [-1.072, -2.480, 0.714], [-4.190, 6.550, -1.605], [-2.449, 3.402, -3.230], [2.866, -2.666, 1.859], [5.188, -2.708, 3.857], [-2.160, 6.727, -0.956], [0.704, -3.480, 0.659], [3.110, -3.332, 5.547], [-2.068, -2.957, 0.590], [5.318, -2.958, 2.121], [-1.458, -3.318, -2.140], [-0.156, -0.604, 1.184], [1.856, -4.552, 5.353], [4.782, -1.390, 2.760], [-2.363, 7.039, -2.666], [1.498, -1.618, 0.008], [-2.987, -0.337, 0.074], [-1.499, 5.181, -4.679], [3.566, 0.513, -1.562], [-3.013, -1.811, -1.396], [-0.118, -3.916, -0.646], [-0.703, -2.580, 1.766], [-4.433, 7.592, -1.391], [3.907, -0.974, -0.380], [-2.470, 0.079, 1.741], [-0.580, 1.450, 0.058], [-2.084, 1.615, -0.898], [-2.989, 6.110, -4.556], [2.165, -3.435, -1.777], [-1.595, 3.573, 0.729], [2.670, -2.428, 3.588], [4.700, -4.820, 4.221], [-3.140, 2.791, 1.216], [-3.010, 4.537, -5.352], [-0.150, -0.043, -1.580], [-4.506, 5.936, -0.759], [3.316, -4.916, 6.291], [1.084, -2.477, -2.913], [3.330, -1.397, -3.303], [3.417, -5.999, 4.073], [-4.777, 6.243, -2.472], [-3.951, 4.288, -3.056]], "lowdin_charge": [0.75, 0.79, -0.18, -0.18, -0.45, 0.05, -0.27, 0.00, -0.20, -0.30, -0.07, -0.07, -0.13, -0.24, -0.30, -0.29, -0.59, -0.14, -0.27, -0.08, -0.29, -0.28, -0.09, -0.08, 0.11, 0.09, 0.07, 0.12, 0.17, 0.07, 0.14, 0.09, 0.04, 0.13, 0.08, 0.08, 0.11, 0.13, 0.09, 0.08, 0.08, 0.04, 0.16, 0.15, 0.08, 0.07, 0.08, 0.09, 0.12, 0.07, 0.13, 0.05, 0.11, 0.11, 0.06, 0.08, 0.14, 0.08, 0.08, 0.12, 0.11, 0.12, 0.07, 0.11], "charge": 1, "largest_force_ev_per_a": 4.783, "energy_ha": -1628.9489, "orbital_gap_ev": 8.52, "lumo_ev": -2.981}

Entry 3:
{"formula": "C34H44N2O9P4SbW", "method": "wB97M-V/def2-TZVPD", "elements": ["W", "Sb", "P", "P", "P", "P", "O", "O", "O", "O", "O", "O", "O", "O", "O", "N", "N", "C", "C", "C", "C", "C", "C", "C", "C", "C", "C", "C", "C", "C", "C", "C", "C", "C", "C", "C", "C", "C", "C", "C", "C", "C", "C", "C", "C", "C", "C", "C", "C", "C", "C", "H", "H", "H", "H", "H", "H", "H", "H", "H", "H", "H", "H", "H", "H", "H", "H", "H", "H", "H", "H", "H", "H", "H", "H", "H", "H", "H", "H", "H", "H", "H", "H", "H", "H", "H", "H", "H", "H", "H", "H", "H", "H", "H", "H"], "xyz": [[-1.732, 0.854, 1.021], [0.543, 1.969, 1.974], [-2.705, 3.145, 2.027], [-0.937, -0.553, -1.267], [-2.571, 3.103, -0.685], [2.159, 0.833, -0.872], [-1.418, 2.123, -0.286], [-3.598, 3.876, 3.077], [-0.386, -0.197, 3.560], [-1.420, 3.783, 1.699], [-3.443, 0.676, 0.294], [-3.456, 2.346, -1.738], [-2.488, 1.709, 2.521], [-2.208, 4.456, -1.040], [-3.558, 3.050, 0.679], [-1.301, -0.565, 2.524], [-3.020, -0.601, 0.834], [-4.628, -1.872, -2.803], [1.220, 2.226, -1.963], [-3.555, -0.806, 2.137], [-2.698, -1.302, 4.492], [0.097, 2.681, 3.987], [5.167, 0.525, -4.412], [-3.678, -1.162, -2.081], [1.440, -4.014, -1.102], [3.149, -1.342, 2.496], [3.088, -0.149, -3.406], [-0.454, -4.212, 0.349], [-2.328, -1.471, -2.176], [4.552, -0.461, 0.263], [2.508, -0.611, 1.514], [4.527, 1.380, -2.259], [-2.895, -3.210, -3.761], [3.197, -0.186, 0.389], [3.347, 0.632, -2.281], [-0.120, -2.191, -0.936], [2.446, 1.323, 2.747], [4.501, -1.626, 2.374], [-0.860, -2.942, -0.017], [1.035, -2.738, -1.470], [-0.577, 0.399, -2.854], [1.395, 3.803, 1.234], [0.704, -4.753, -0.194], [-5.034, -0.929, 2.301], [-2.573, -0.865, 3.067], [-4.242, -2.907, -3.635], [5.428, 1.324, -3.310], [0.379, 1.619, -3.080], [-1.948, -2.491, -3.053], [3.993, -0.210, -4.457], [5.193, -1.182, 1.258], [-5.306, -1.392, 3.246], [-0.972, 2.693, 4.181], [5.114, -0.131, -0.596], [0.591, 2.018, 4.695], [-1.592, 0.749, -3.063], [-0.905, -2.749, -3.180], [0.497, 3.690, 4.085], [1.630, 4.415, 2.103], [1.076, 1.369, -3.878], [-5.433, -1.526, 1.480], [3.161, 1.183, 1.941], [2.383, 0.400, 3.314], [1.451, -0.413, 1.586], [-1.756, -2.508, 0.408], [1.647, -2.187, -2.164], [-5.673, -1.613, -2.699], [2.345, -4.426, -1.528], [-0.153, -1.012, 4.023], [0.692, 4.337, 0.599], [-0.354, -0.362, -3.604], [6.334, 1.914, -3.270], [-4.987, -3.470, -4.181], [-2.573, -4.020, -4.402], [-3.959, 1.598, -1.387], [2.176, -0.725, -3.485], [-3.736, -1.282, 4.809], [2.043, 2.805, -2.377], [-2.120, -0.650, 5.144], [5.009, -2.194, 3.140], [-1.046, -4.783, 1.052], [6.248, -1.398, 1.160], [3.772, -0.827, -5.318], [4.736, 2.018, -1.407], [-4.007, -0.379, -1.419], [5.864, 0.483, -5.237], [-3.735, 4.819, 2.913], [-2.327, -2.325, 4.606], [2.316, 3.578, 0.697], [1.032, -5.741, 0.096], [2.812, 2.115, 3.395], [2.591, -1.703, 3.351], [-5.486, 0.065, 2.247], [0.629, 2.859, -1.313], [-0.268, 2.423, -3.441]], "lowdin_charge": [1.56, 1.41, 0.19, 1.06, 0.31, 1.09, -0.56, -0.02, -0.15, -0.32, -0.36, -0.06, -0.36, -0.18, -0.23, -0.17, -0.16, -0.07, -0.28, -0.32, 0.01, -0.23, -0.08, -0.09, -0.06, -0.11, -0.11, -0.07, -0.33, -0.07, -0.29, -0.14, -0.06, -0.36, -0.42, -0.39, -0.26, -0.06, -0.12, -0.10, -0.29, -0.25, -0.07, 0.01, -0.30, -0.07, -0.07, -0.24, -0.09, -0.07, -0.06, 0.08, 0.00, 0.09, 0.02, 0.07, 0.10, 0.03, 0.02, 0.09, 0.09, 0.02, 0.02, 0.02, 0.08, 0.08, 0.11, 0.11, 0.11, 0.01, 0.08, 0.11, 0.11, 0.11, 0.06, 0.08, 0.09, 0.08, 0.09, 0.11, 0.11, 0.11, 0.11, 0.11, 0.06, 0.11, 0.12, 0.10, 0.01, 0.11, 0.05, 0.12, 0.10, 0.03, 0.12], "charge": 1, "largest_force_ev_per_a": 8.463, "energy_ha": -3781.1210, "relative_energy_kcal_mol": 173.3, "orbital_gap_ev": [4.84, 4.84], "lumo_ev": [-4.887, -4.885]}

Entry 4:
{"formula": "C20H26N2O3S", "method": "wB97M-V/def2-TZVPD", "elements": ["S", "O", "O", "O", "N", "N", "C", "C", "C", "C", "C", "C", "C", "C", "C", "C", "C", "C", "C", "C", "C", "C", "C", "C", "C", "C", "H", "H", "H", "H", "H", "H", "H", "H", "H", "H", "H", "H", "H", "H", "H", "H", "H", "H", "H", "H", "H", "H", "H", "H", "H", "H"], "xyz": [[-0.010, -1.726, 3.989], [2.698, 3.873, -2.060], [-0.644, 1.006, -0.127], [0.063, 3.443, -1.308], [1.098, -1.050, 1.681], [-1.206, -1.142, 1.735], [-2.044, -4.552, -1.545], [1.163, -1.092, 0.230], [2.381, -1.044, 2.339], [-2.484, -1.439, 2.328], [3.287, 1.647, -1.294], [4.027, 4.090, -2.467], [-3.149, -4.007, 0.513], [-3.044, -2.651, 0.229], [-1.935, -3.203, -1.837], [0.358, 4.807, -1.080], [-2.432, -2.260, -0.955], [0.641, 1.281, -0.519], [2.873, 0.442, -0.759], [-0.037, -1.284, 2.388], [-2.655, -4.951, -0.369], [2.378, 2.677, -1.480], [-3.525, -1.628, 1.219], [-1.462, 2.040, 0.391], [1.563, 0.235, -0.372], [1.036, 2.499, -1.090], [1.923, -1.835, -0.044], [-1.460, -2.884, -2.754], [4.337, 3.370, -3.231], [2.228, -0.919, 3.409], [0.210, -1.430, -0.177], [2.916, -1.984, 2.170], [-1.657, -5.289, -2.233], [-1.910, 2.634, -0.407], [0.844, 5.264, -1.944], [4.721, 4.049, -1.621], [-2.349, -1.208, -1.197], [-1.214, -0.587, 0.892], [-0.606, 5.289, -0.908], [4.317, 1.766, -1.586], [-2.798, -0.640, 3.014], [-4.464, -1.947, 1.674], [3.592, -0.356, -0.648], [-0.900, 2.692, 1.063], [-2.247, 1.540, 0.959], [4.039, 5.093, -2.893], [-2.746, -6.002, -0.137], [-3.621, -4.322, 1.432], [2.980, -0.216, 1.955], [-2.375, -2.354, 2.917], [0.991, 4.939, -0.199], [-3.693, -0.674, 0.714]], "lowdin_charge": [0.65, -0.10, -0.10, -0.10, -0.15, 0.00, -0.10, -0.09, -0.09, -0.23, -0.02, -0.08, -0.04, -0.24, -0.09, -0.06, -0.06, -0.13, -0.04, -0.81, -0.08, -0.19, -0.13, -0.04, -0.13, -0.12, 0.13, 0.10, 0.10, 0.03, 0.11, 0.10, 0.10, 0.10, 0.09, 0.10, 0.11, 0.09, 0.09, 0.10, 0.12, 0.12, 0.12, 0.11, 0.09, 0.10, 0.10, 0.12, 0.08, 0.09, 0.10, 0.11], "charge": 0, "largest_force_ev_per_a": 0.777, "energy_ha": -1511.0938, "relative_energy_kcal_mol": 55.6, "orbital_gap_ev": 8.18, "smiles": "COc1ccc(CN(C)C(=S)NCCc2ccccc2)c(OC)c1OC", "lumo_ev": 0.605}

Entry 5:
{"formula": "C22H19N3O3Pt", "method": "wB97M-V/def2-TZVPD", "elements": ["Pt", "O", "O", "O", "N", "N", "N", "C", "C", "C", "C", "C", "C", "C", "C", "C", "C", "C", "C", "C", "C", "C", "C", "C", "C", "C", "C", "C", "C", "H", "H", "H", "H", "H", "H", "H", "H", "H", "H", "H", "H", "H", "H", "H", "H", "H", "H", "H"], "xyz": [[-0.255, 0.659, -0.088], [-2.222, 1.212, -0.199], [-4.293, 1.012, -0.942], [-2.257, -1.290, 0.865], [-0.112, 0.484, 1.900], [0.093, 0.805, -2.057], [1.692, 0.343, -0.015], [-0.409, 1.019, -4.362], [-1.082, 0.533, 2.773], [3.808, -0.102, 3.056], [-4.583, -0.891, 1.188], [3.639, 0.138, -1.562], [2.195, 0.210, 1.261], [-3.443, -0.889, 0.173], [2.312, 0.336, -1.242], [3.231, 0.343, -3.952], [1.417, 0.569, -2.350], [-3.314, 0.544, -0.382], [-0.838, 0.382, 4.151], [4.079, 0.143, -2.906], [3.495, 0.029, 1.683], [0.438, 0.188, 4.579], [1.191, 0.274, 2.295], [-0.781, 1.030, -3.004], [-3.740, -1.836, -0.979], [1.859, 0.564, -3.680], [0.890, 0.786, -4.690], [2.858, -0.060, 4.029], [1.507, 0.132, 3.652], [0.655, 0.073, 5.635], [4.376, -0.031, -0.799], [-1.885, -2.065, 0.436], [-4.321, -0.271, 2.048], [-2.070, 0.704, 2.370], [-4.759, -1.908, 1.543], [3.114, -0.162, 5.075], [1.203, 0.769, -5.727], [5.132, -0.020, -3.099], [3.582, 0.341, -4.975], [-1.794, 1.239, -2.678], [-4.561, -1.444, -1.575], [-2.863, -1.938, -1.627], [4.308, -0.014, 0.982], [-4.013, -2.824, -0.599], [-1.161, 1.195, -5.118], [-5.490, -0.495, 0.737], [4.846, -0.240, 3.333], [-1.667, 0.425, 4.844]], "lowdin_charge": [1.25, -0.22, 0.05, -0.07, -0.07, -0.08, -0.10, -0.03, -0.09, -0.08, -0.01, -0.01, -0.20, -0.54, -0.20, -0.05, -0.14, -0.61, -0.03, -0.08, -0.01, 0.00, -0.13, -0.08, -0.02, -0.16, 0.00, -0.05, -0.15, 0.12, 0.08, 0.09, 0.08, 0.11, 0.09, 0.11, 0.12, 0.11, 0.11, 0.12, 0.09, 0.09, 0.08, 0.09, 0.11, 0.09, 0.11, 0.11], "charge": 0, "largest_force_ev_per_a": 0.324, "energy_ha": -1359.1445, "relative_energy_kcal_mol": 0.0, "orbital_gap_ev": 6.88, "lumo_ev": -0.252}

Entry 6:
{"formula": "H32O16", "method": "wB97M-V/def2-TZVPD", "elements": ["O", "O", "O", "O", "O", "O", "O", "O", "O", "O", "O", "O", "O", "O", "O", "O", "H", "H", "H", "H", "H", "H", "H", "H", "H", "H", "H", "H", "H", "H", "H", "H", "H", "H", "H", "H", "H", "H", "H", "H", "H", "H", "H", "H", "H", "H", "H", "H"], "xyz": [[-11.903, 5.861, -14.963], [-16.121, 2.761, -14.288], [-15.171, 8.073, -15.042], [-11.968, 6.604, -17.628], [-12.747, 3.902, -17.777], [-14.734, 6.255, -18.171], [-17.047, 5.409, -14.073], [-14.518, 5.921, -13.342], [-11.498, 2.759, -14.761], [-12.652, 3.808, -12.551], [-13.574, 1.021, -14.977], [-11.236, 1.355, -17.231], [-14.895, 1.881, -17.318], [-16.500, 4.187, -17.514], [-17.711, 6.480, -16.795], [-14.095, 4.124, -15.536], [-15.438, 5.530, -13.475], [-16.010, 3.065, -13.416], [-17.677, 4.772, -13.703], [-13.538, 4.092, -16.334], [-14.939, 1.468, -18.213], [-14.868, 7.355, -14.499], [-11.806, 2.152, -17.138], [-10.341, 1.624, -17.456], [-15.526, 2.627, -17.272], [-12.883, 6.687, -17.803], [-11.900, 6.443, -16.652], [-17.485, 6.246, -13.857], [-14.740, 4.803, -15.747], [-13.372, 0.244, -15.482], [-17.365, 6.156, -15.946], [-13.473, 4.305, -12.769], [-15.362, 7.018, -18.047], [-14.689, 6.106, -19.135], [-18.418, 5.940, -17.167], [-15.885, 4.821, -17.865], [-13.502, 3.781, -18.368], [-12.654, 5.279, -14.795], [-14.104, 1.513, -15.590], [-12.143, 2.068, -14.951], [-11.983, 3.347, -14.160], [-11.134, 5.560, -14.454], [-14.401, 8.650, -14.968], [-17.123, 4.761, -17.086], [-12.974, 2.907, -12.451], [-12.496, 4.830, -17.913], [-15.497, 3.249, -14.807], [-14.550, 6.309, -12.461]], "lowdin_charge": [-0.05, -0.01, -0.05, -0.06, -0.04, -0.06, -0.05, -0.08, -0.09, -0.06, -0.03, -0.08, -0.07, -0.04, -0.05, -0.07, 0.03, 0.01, 0.09, 0.00, 0.08, -0.04, 0.00, 0.04, 0.01, -0.04, 0.02, 0.09, 0.04, 0.05, 0.01, 0.02, 0.10, 0.09, 0.06, -0.01, 0.06, -0.01, -0.02, -0.03, -0.04, 0.08, 0.05, -0.01, 0.06, 0.02, -0.04, 0.08], "charge": 0, "largest_force_ev_per_a": 2.015, "energy_ha": -1223.0451, "relative_energy_kcal_mol": 96.4, "orbital_gap_ev": 8.85, "lumo_ev": -0.528}

Entry 7:
{"formula": "C9H12ClN2", "method": "wB97M-V/def2-TZVPD", "elements": ["Cl", "N", "N", "C", "C", "C", "C", "C", "C", "C", "C", "C", "H", "H", "H", "H", "H", "H", "H", "H", "H", "H", "H", "H"], "xyz": [[-0.405, 1.804, 2.139], [1.294, 0.381, 0.492], [-0.002, 0.382, 1.211], [-3.167, -0.592, -0.415], [1.535, 1.656, -0.275], [-2.323, 0.265, 0.362], [-1.205, -1.464, -1.580], [2.433, 0.119, 1.435], [-2.622, -1.390, -1.355], [-0.424, -0.742, -0.743], [-0.979, 0.029, 0.284], [1.032, -0.734, -0.416], [1.657, -0.769, -1.279], [1.248, -1.520, 0.185], [2.372, -0.945, 1.831], [2.386, 0.803, 2.236], [-2.704, 1.038, 1.077], [1.778, 2.397, 0.395], [2.299, 1.537, -0.959], [-3.172, -2.179, -1.862], [-0.682, -2.040, -2.322], [0.528, 2.009, -0.821], [-4.306, -0.303, -0.432], [3.429, 0.254, 0.813]], "lowdin_charge": [0.78, -0.31, -0.35, -0.06, 0.02, -0.02, 0.02, 0.04, -0.07, -0.15, -0.32, -0.05, 0.15, 0.11, 0.14, 0.07, 0.11, 0.06, 0.08, 0.12, 0.12, 0.18, 0.16, 0.16], "charge": 1, "largest_force_ev_per_a": 4.476, "energy_ha": -919.4822, "relative_energy_kcal_mol": 27.8, "orbital_gap_ev": 9.09, "smiles": "C[N+]1(C)Cc2ccccc2N1Cl", "lumo_ev": -3.481}